No. 1
A cluster of 3 separate species, C17H46N7O2P2 in total. Source: the Open Molecules 2025 dataset; level of theory: ωB97M-V/def2-TZVPD.

Properties
Multiplicity   1
Total charge   +1
Total energy   -51472.230 eV
Energy above the lowest of the compared OMol25 structures with the same formula, charge and spin   0.0 kcal/mol
Kohn-Sham gap   5.58 eV

Element x y z (Å)
C 2.7121 5.2205 3.1725
N 3.6058 4.0762 3.4230
C 3.2949 3.0667 4.1412
C 4.3377 2.0192 4.1272
C 5.5450 2.6479 3.3737
C 4.9653 3.9888 2.8599
H 2.5321 5.7909 4.0799
H 1.7912 4.8338 2.7404
H 3.1939 5.8433 2.4228
H 2.3501 2.9933 4.6695
H 4.5197 1.4839 5.0553
H 3.9080 1.2863 3.4257
H 6.4529 2.7940 3.9458
H 5.6923 2.0150 2.5018
H 5.5176 4.8019 3.3433
H 5.0248 4.1888 1.7921
O 3.1215 1.5404 -2.5808
P 1.9324 1.7760 -1.7498
N 2.0198 0.6133 -0.4928
C 0.9839 -0.1836 0.1326
C 3.2873 0.5551 0.1989
N 0.6320 1.5329 -2.8179
C -0.6729 0.9210 -2.5548
C 1.0272 1.3097 -4.2162
N 1.3493 3.1351 -0.9362
C 2.3722 4.0659 -0.4953
C 0.2289 3.0884 -0.0302
H 0.7115 0.1847 1.1340
H 1.3249 -1.2161 0.2509
H 0.0794 -0.2409 -0.4481
H 3.3919 1.3453 0.9719
H 4.1182 0.6622 -0.4993
H 3.4012 -0.4108 0.6954
H -0.6317 0.0176 -1.9564
H -1.1201 0.6247 -3.5025
H -1.3822 1.6262 -2.1125
H 1.2974 0.2684 -4.4179
H 1.8688 1.9362 -4.4913
H 0.1931 1.5933 -4.8585
H 2.8429 3.7200 0.4456
H 1.9466 5.0575 -0.3163
H 3.1534 4.1843 -1.2465
H 0.5580 2.9766 1.0162
H -0.4617 2.2786 -0.2433
H -0.3305 4.0240 -0.1116
O -1.7748 -2.2227 -0.2260
P -2.7904 -3.2315 -0.5770
N -4.1403 -2.3556 -1.1489
C -5.5635 -2.5273 -0.9431
C -3.8345 -1.3901 -2.1923
N -3.0913 -4.0080 0.9245
C -4.3512 -4.5247 1.4578
C -2.2200 -3.5739 2.0193
N -2.7317 -4.5789 -1.5563
C -1.8097 -4.5094 -2.6924
C -3.9087 -5.3630 -1.8637
H -6.0677 -2.9604 -1.8176
H -6.0276 -1.5544 -0.7509
H -5.7926 -3.1480 -0.0933
H -3.7498 -1.8486 -3.1871
H -2.8972 -0.8767 -1.9776
H -4.6187 -0.6326 -2.2415
H -5.2010 -3.8684 1.3105
H -4.2584 -4.6448 2.5362
H -4.5848 -5.5223 1.0777
H -2.5718 -2.6560 2.5063
H -1.2071 -3.4027 1.6694
H -2.1708 -4.3719 2.7616
H -2.2340 -3.9597 -3.5429
H -1.5579 -5.5152 -3.0327
H -0.8802 -4.0191 -2.4015
H -4.3541 -5.0651 -2.8208
H -4.6795 -5.2930 -1.1019
H -3.6167 -6.4128 -1.9370

---

No. 2
A structure of composition C10H14NO2ReS4SbSe2. Source: the Open Molecules 2025 dataset; level of theory: ωB97M-V/def2-TZVPD.

Properties
Multiplicity   1
Total charge   +3
Total energy   -198854.908 eV
Energy above the lowest of the compared OMol25 structures with the same formula, charge and spin   0.0 kcal/mol
Kohn-Sham gap   6.16 eV

Element x y z (Å)
Re -0.6852 -0.4390 -0.3349
C -1.9162 -2.3467 2.3199
Se -0.3812 -2.4972 1.1365
C 0.9817 -2.0212 2.4414
C 2.3711 -1.9732 1.8337
Se 2.6923 -0.3057 0.8839
C 4.4436 -0.7168 0.1636
H -1.9327 -1.3590 2.7741
H -1.8220 -3.1239 3.0752
H -2.8040 -2.5277 1.7189
H 0.9430 -2.8144 3.1885
H 0.6869 -1.0852 2.9149
H 2.5904 -2.7909 1.1477
H 3.1247 -1.9657 2.6258
H 4.4039 -1.6748 -0.3475
H 5.1205 -0.7374 1.0173
H 4.7096 0.0953 -0.5088
O -0.4779 2.4444 2.4914
C -0.6498 1.9253 1.4539
O -0.4515 0.5321 1.2782
C -1.0736 2.5113 0.1569
C -1.3900 3.8413 0.0241
C -1.8338 4.2901 -1.2167
C -1.9444 3.3786 -2.2526
C -1.6024 2.0533 -2.0398
N -1.1602 1.6193 -0.8490
H -1.3005 4.4962 0.8810
H -2.0960 5.3295 -1.3640
H -2.2932 3.6837 -3.2294
H -1.6734 1.3218 -2.8301
S -0.8344 -4.3222 -4.6946
Sb -1.5300 -2.3605 -5.0537
S -1.5804 -1.4546 -1.9532
S 1.5651 -0.4964 -1.0165
S -2.1999 -0.5097 -5.8362

---

No. 3
A cluster of 6 separate species, C27H22BF4O17 in total. Source: the Open Molecules 2025 dataset; level of theory: ωB97M-V/def2-TZVPD.

Properties
Multiplicity   1
Total charge   -1
Total energy   -74703.357 eV
Energy above the lowest of the compared OMol25 structures with the same formula, charge and spin   60.6 kcal/mol
Kohn-Sham gap   6.00 eV

Element x y z (Å)
B -1.1583 -1.2890 -1.4239
F -1.2218 -2.5892 -0.9098
F -0.5833 -1.3904 -2.6961
F -2.4140 -0.7054 -1.4644
F -0.2681 -0.5712 -0.5604
C -1.1854 -7.5448 4.0926
C -0.7257 -6.3837 4.8939
C -0.5259 -5.1540 4.2463
O -0.1082 -4.1610 4.9631
C -0.5313 -5.1932 2.8348
C -1.1927 -6.2735 2.0173
C -1.5037 -7.5481 2.6808
O -1.8878 -8.4661 1.9599
O -1.3503 -6.0577 0.6091
O -0.5115 -6.5702 6.2085
H -1.4119 -8.3007 4.7106
H -0.1781 -4.2068 2.3897
H -0.8006 -5.3565 0.1520
H -0.4817 -5.7567 6.5859
C -0.6866 0.3947 4.9052
C -0.3364 0.6781 3.3814
C -0.1618 2.0308 2.8673
O 0.1250 2.3039 1.6765
C -0.2968 3.0410 3.8682
C -0.7143 2.8499 5.3408
C -1.0544 1.4710 5.6859
O -1.4976 1.3398 6.8340
O -0.5626 3.6693 6.3701
O -0.1410 -0.3295 2.6352
H -0.5210 -0.6193 5.1380
H 0.1676 3.8488 3.5566
H -1.2242 3.5102 7.0481
H 0.0397 0.0791 1.7624
C 1.3651 0.2214 -7.8284
C 2.4713 0.7717 -6.9790
C 2.5004 0.5539 -5.5180
O 3.3048 1.2395 -4.8437
C 1.4050 -0.1309 -4.9420
C 0.3540 -0.8808 -5.7575
C 0.3256 -0.6108 -7.0847
O -0.5001 -1.1871 -7.8351
O -0.7981 -1.3267 -5.2669
O 3.4270 1.6398 -7.5019
H 1.5007 0.4478 -8.9051
H 1.5288 -0.1003 -3.9050
H -0.5374 -1.5782 -4.4344
H 3.7667 2.0559 -6.6943
C 4.7218 3.5987 -0.7461
C 3.4138 4.2304 -1.2168
C 2.1160 3.4926 -1.2680
O 1.0951 3.9992 -1.7409
C 2.1754 2.0745 -1.0290
C 3.4438 1.4336 -0.3538
C 4.7428 2.2183 -0.4362
O 5.8506 1.6212 -0.1115
O 3.4796 0.0794 0.1100
O 3.3394 5.6346 -1.4889
H 5.6621 4.2601 -0.6237
H 1.1977 1.4491 -1.0033
H 2.5308 0.1386 -0.0476
H 2.4551 5.9200 -1.6938
C -3.5287 3.9437 -0.0803
C -4.1111 2.5704 0.1750
O -4.0332 2.1598 1.3629
C -4.7406 1.7263 -0.8269
H -2.5744 4.0237 -0.5295
H -3.1522 4.4965 0.8785
H -4.3421 4.5956 -0.6772
H -5.3553 2.4179 -1.6961
H -5.4876 0.9710 -0.4111
H -4.1081 1.0797 -1.4094

---

No. 4
A structure of composition C59H55N6O8SSn. Source: the Open Molecules 2025 dataset; level of theory: ωB97M-V/def2-TZVPD.

Properties
Multiplicity   1
Total charge   -1
Total energy   -104069.757 eV
Energy above the lowest of the compared OMol25 structures with the same formula, charge and spin   19.3 kcal/mol
Kohn-Sham gap   5.94 eV

Element x y z (Å)
Sn 0.2730 -0.2373 -0.2180
O -0.0986 -0.1938 1.7493
C 0.7393 -0.4270 2.8425
C 2.1896 -0.0282 2.4680
C 2.2052 1.4016 2.0262
C 2.7317 2.4104 2.8196
C 2.6627 3.7176 2.3735
C 2.0360 3.9872 1.1692
C 1.4922 2.9376 0.4427
C 0.7189 3.1411 -0.8279
C -0.7636 2.7123 -0.7022
O -0.8724 1.3195 -0.5804
C -1.5375 3.1302 -1.9650
C -2.3792 2.2204 -2.5892
C -3.1486 2.6070 -3.6798
C -3.0782 3.9014 -4.1666
C -2.2394 4.8179 -3.5454
C -1.4841 4.4366 -2.4493
C -1.4913 3.3672 0.4781
C -2.5380 2.6765 1.0828
C -3.2743 3.2586 2.1026
C -2.9831 4.5474 2.5292
C -1.9506 5.2476 1.9245
C -1.2144 4.6616 0.9034
N 1.6115 1.6732 0.8568
C 0.6282 -1.8965 3.2549
C 1.6667 -2.8100 3.1495
C 1.4650 -4.1500 3.4640
C 0.2201 -4.5910 3.8787
C -0.8284 -3.6837 3.9836
C -0.6189 -2.3502 3.6819
C 0.3058 0.4801 3.9968
C -0.5241 1.5677 3.7698
C -0.8423 2.4378 4.8061
C -0.3267 2.2311 6.0757
C 0.5047 1.1417 6.3093
C 0.8150 0.2713 5.2769
H 2.5123 -0.6666 1.6437
H 2.8633 -0.1815 3.3105
H 3.1702 2.1612 3.7765
H 3.0768 4.5225 2.9670
H 1.9636 4.9983 0.7932
H 1.1320 2.5135 -1.6218
H 0.8085 4.1724 -1.1617
H -2.4328 1.2126 -2.1985
H -3.8132 1.8910 -4.1478
H -3.6772 4.1994 -5.0175
H -2.1843 5.8371 -3.9071
H -0.8702 5.1799 -1.9559
H -2.7650 1.6660 0.7718
H -4.0777 2.6971 2.5626
H -3.5582 5.0028 3.3256
H -1.7137 6.2547 2.2453
H -0.4263 5.2377 0.4373
H 2.6464 -2.5007 2.8072
H 2.2846 -4.8508 3.3634
H 0.0601 -5.6362 4.1104
H -1.8117 -4.0170 4.2904
H -1.4399 -1.6476 3.7625
H -0.9235 1.7281 2.7774
H -1.4989 3.2764 4.6101
H -0.5790 2.9056 6.8843
H 0.9002 0.9621 7.3014
H 1.4460 -0.5898 5.4693
C 3.3413 0.4559 -1.3050
N 2.3470 -0.5218 -0.8470
C 2.6570 -1.7883 -0.8926
C 1.7598 -2.7609 -0.4332
C 1.8022 -4.1597 -0.3743
C 0.5851 -4.5622 0.1653
C -0.1595 -3.3982 0.4093
N 0.5469 -2.3275 0.0465
C 3.5143 0.5347 -2.8023
C 4.7359 0.2424 -3.3890
C 4.9015 0.3426 -4.7656
C 3.8421 0.7405 -5.5630
C 2.6144 1.0369 -4.9819
C 2.4545 0.9337 -3.6127
H 4.2988 0.2306 -0.8267
H 3.0371 1.4319 -0.9411
H 3.6269 -2.0905 -1.2797
H 2.6267 -4.7812 -0.6870
H 0.2582 -5.5678 0.3722
H -1.1465 -3.2970 0.8386
H 5.5666 -0.0729 -2.7672
H 5.8587 0.1044 -5.2116
H 3.9665 0.8135 -6.6357
H 1.7781 1.3381 -5.6005
H 1.4846 1.1305 -3.1705
N -2.9028 -0.8049 1.2991
C -3.9954 -1.6358 1.4865
C -4.7825 -2.0280 0.4028
C -5.8490 -2.8929 0.5835
C -6.1549 -3.3882 1.8433
C -5.3823 -2.9933 2.9242
C -4.3167 -2.1206 2.7553
S -7.5586 -4.4824 2.0641
O -7.2575 -5.2102 3.2905
O -7.5639 -5.3021 0.8587
O -8.7008 -3.5834 2.1708
H -2.2396 -0.6170 2.0274
H -2.6421 -0.5500 0.3634
H -4.5392 -1.6434 -0.5815
H -6.4530 -3.2111 -0.2573
H -5.6260 -3.3918 3.9009
H -3.7147 -1.8177 3.6072
C -2.7766 -3.9314 -2.2668
C -3.1179 -2.6906 -3.0755
C -1.8952 -1.9401 -3.6220
C -2.3790 -0.7047 -4.4252
C -1.2681 0.1677 -5.0003
C -1.1585 -2.8361 -4.6068
O -1.7325 -3.4397 -5.4862
N 0.2017 -2.9038 -4.4660
C 0.9835 -2.1740 -3.5624
O 2.1917 -2.2934 -3.6095
N 0.3330 -1.4098 -2.6329
C -0.9755 -1.4481 -2.5234
O -1.4723 -0.9614 -1.4679
H -3.6832 -4.3942 -1.8778
H -2.1471 -3.6838 -1.4139
H -2.2543 -4.6711 -2.8788
H -3.6885 -1.9883 -2.4695
H -3.7326 -2.9628 -3.9343
H -3.0215 -0.1204 -3.7637
H -3.0039 -1.0945 -5.2304
H -0.6885 0.6523 -4.2129
H -1.6922 0.9555 -5.6232
H -0.5824 -0.4144 -5.6204
H 0.7093 -3.4856 -5.1166

---

No. 5
An isolated molecule of C3H2N2O2. Source: the Open Molecules 2025 dataset; level of theory: ωB97M-V/def2-TZVPD.

Properties
Multiplicity   1
Total charge   0
Total energy   -10214.003 eV
Energy above the lowest of the compared OMol25 structures with the same formula, charge and spin   96.5 kcal/mol
SMILES   N=C=C=NOC=O
Kohn-Sham gap   8.32 eV

Element x y z (Å)
N -2.4123 -1.2210 0.0064
C -1.6138 -0.2847 -0.0330
C -0.9086 0.7866 0.0321
N -0.0854 1.7246 0.0805
O 1.2260 1.3533 -0.3821
C 1.7617 0.1990 0.0805
O 1.2526 -0.6020 0.8121
H -2.0042 -2.1075 -0.2998
H 2.7768 0.1278 -0.3362

---

No. 6
A cluster of 2 separate species, C9H13NO3 in total. Source: the Open Molecules 2025 dataset; level of theory: ωB97M-V/def2-TZVPD.

Properties
Multiplicity   1
Total charge   0
Total energy   -17169.711 eV
Energy above the lowest of the compared OMol25 structures with the same formula, charge and spin   162.7 kcal/mol
Kohn-Sham gap (spin up / spin down)   7.41 / 7.67 eV

Element x y z (Å)
C 1.0176 3.1365 0.3369
C 0.0998 2.3112 0.4363
C -2.1302 1.7864 1.1507
C -1.0847 1.5237 0.3722
C 1.2843 -0.4567 0.2972
C 2.7258 -0.7054 -0.1194
C 0.7004 -0.3365 -2.2103
C -1.8092 -1.8186 -0.8937
C -0.8233 0.2041 -0.3277
N 0.4377 -0.1701 -0.7353
O 1.0313 -0.3606 1.4416
O -1.6872 -1.7501 2.8765
O -1.8403 -0.6234 -0.4689
H 2.0623 3.5953 0.3689
H -2.8812 1.0696 0.9171
H -2.4117 2.7533 1.4141
H 3.0709 0.3109 -0.6189
H 2.9186 -1.5680 -0.8154
H 3.4035 -0.6470 0.7869
H 1.1749 -1.2591 -2.3943
H -0.2440 -0.1582 -2.7743
H 1.4161 0.4814 -2.4612
H -0.7325 -1.8420 2.7685
H -0.9482 -2.3416 -1.1191
H -2.7485 -2.3333 -0.8604
H -2.0019 -0.8018 2.6320

---

> Among the records above, which one has the highest total energy?

C3H2N2O2